Run a
# C29H32BrF4N4O5STi

C29H32BrF4N4O5STi as an isolated structure (ωB97M-V/def2-TZVPD, the OMol25 dataset).

Values from the calculation:
Kohn-Sham gap (spin up / spin down)	0.2573 / 0.2548	hartree
E_HOMO (spin up / spin down)	-7.718 / -7.777	eV
E_LUMO (spin up / spin down)	-0.72 / -0.84	eV
<S²>	0.75
spin multiplicity	2

Geometry (Å):
Ti 0.14723 -0.16874 -0.28591
O -3.81610 1.21514 2.87789
C -3.01055 2.31716 2.91966
C -3.40534 3.36057 3.74753
C -2.62782 4.50306 3.81852
C -1.46514 4.62054 3.06710
C -1.07224 3.56930 2.25439
C -1.82823 2.40752 2.18294
C -1.39822 1.22860 1.35262
O -0.09491 1.31757 0.85432
N -2.38120 1.11051 0.20330
N -1.68811 0.71478 -0.92110
C -2.14086 0.84796 -2.09981
C -1.18972 0.79158 -3.23501
Br 0.53946 1.43178 -2.74711
C -1.59142 0.49414 -4.47080
C -0.88368 0.41982 -5.75585
C -1.65796 0.57756 -6.90734
C -1.07081 0.55100 -8.16166
C 0.29580 0.34262 -8.27390
C 1.06593 0.14408 -7.13651
C 0.48471 0.17902 -5.87861
H -3.55633 0.62601 2.15718
H -4.31727 3.25782 4.31963
H -2.93654 5.31514 4.46465
H -0.86633 5.51939 3.12109
H -0.16726 3.62687 1.66715
H -1.48943 0.31184 1.94846
H -2.81988 2.00685 0.02156
H -3.18488 1.08296 -2.29965
H -2.65629 0.28424 -4.54450
H -2.72638 0.73224 -6.81737
H -1.67883 0.68599 -9.04612
H 0.76215 0.31653 -9.25033
H 2.12588 -0.05369 -7.22413
H 1.08529 -0.03586 -5.00814
C 2.39796 2.31205 3.34245
C 1.57033 1.34875 4.17925
N 0.99604 0.23656 3.42580
C 0.33984 -0.70930 4.31747
C -0.78818 -0.07628 5.11791
C 1.98680 -0.37533 2.55516
C 1.58457 -1.69560 1.91765
N 0.30728 -1.64752 1.19556
C -0.40168 -2.83262 1.17978
C -1.78338 -2.79142 0.92564
F -2.36333 -1.59484 0.71138
C -2.58550 -3.90828 0.90303
F -3.89674 -3.74324 0.66608
C -2.08354 -5.17556 1.13104
C -0.72813 -5.25026 1.36585
F -0.15186 -6.44727 1.55697
C 0.09499 -4.13506 1.37846
F 1.41938 -4.38155 1.50275
H 1.88994 2.54422 2.40777
H 2.54835 3.24411 3.88861
H 3.38468 1.91659 3.10006
H 0.75492 1.90468 4.64318
H 2.19624 0.96071 5.00701
H 1.07026 -1.18015 5.00380
H -0.08368 -1.51000 3.71123
H -0.42904 0.58350 5.90744
H -1.39548 -0.84775 5.59228
H -1.43610 0.50619 4.45875
H 2.93036 -0.58760 3.09699
H 2.25661 0.35242 1.78406
H 1.52526 -2.44132 2.70966
H 2.41653 -2.00243 1.27200
H -2.71243 -6.05166 1.11625
C 1.61365 -3.61033 -1.56503
S 1.19408 -1.98202 -2.08487
O 1.50937 -1.85020 -3.47496
O 1.90870 -1.01867 -1.17898
O -0.24476 -1.75059 -1.73919
H 2.37191 -3.99000 -2.24382
H 0.71495 -4.22203 -1.61112
H 1.98061 -3.57540 -0.54368


Run b
# C29H32BrF4N4O5STi

C29H32BrF4N4O5STi as an isolated structure (ωB97M-V/def2-TZVPD, the OMol25 dataset).

Values from the calculation:
Kohn-Sham gap (spin up / spin down)	0.2080 / 0.2728	hartree
E_HOMO (spin up / spin down)	-6.693 / -8.313	eV
E_LUMO (spin up / spin down)	-1.03 / -0.89	eV
<S²>	0.82
spin multiplicity	2

Geometry (Å):
Ti -0.31066 -0.39645 -0.33003
O -4.71423 -1.42292 -3.73108
C -4.68306 -2.23061 -2.63024
C -5.66668 -3.21243 -2.57287
C -5.73756 -4.05297 -1.47933
C -4.82590 -3.93084 -0.43499
C -3.84514 -2.96035 -0.51079
C -3.75420 -2.09795 -1.60239
C -2.68907 -1.04094 -1.60644
O -1.45771 -1.56587 -1.11703
N -3.09024 0.07045 -0.73852
N -1.90005 0.75492 -0.33727
C -1.87310 2.05954 -0.68480
C -0.93303 2.97079 -0.18674
Br 0.19938 2.30810 1.19639
C -0.80598 4.24008 -0.68700
C 0.02842 5.38876 -0.34816
C 0.13421 6.38855 -1.32495
C 0.89685 7.52341 -1.11895
C 1.57270 7.69923 0.08004
C 1.46673 6.72882 1.06656
C 0.70421 5.58998 0.86101
H -3.98240 -0.79674 -3.70811
H -6.36722 -3.29017 -3.39179
H -6.50925 -4.81012 -1.44377
H -4.87838 -4.59103 0.41886
H -3.10693 -2.88060 0.27938
H -2.48204 -0.62497 -2.60059
H -3.49415 -0.32279 0.11342
H -2.65349 2.40120 -1.35589
H -1.46133 4.40705 -1.53772
H -0.39469 6.25797 -2.26070
H 0.95961 8.27373 -1.89573
H 2.16729 8.58587 0.24952
H 1.97466 6.86031 2.01163
H 0.62266 4.87901 1.66587
C 2.80802 -0.16049 3.00521
C 3.15386 -1.47827 2.34283
N 3.21232 -1.38270 0.88640
C 4.55182 -0.99981 0.46122
C 4.60410 -0.45624 -0.95386
C 2.74844 -2.60461 0.25430
C 1.25002 -2.60807 -0.09244
N 0.38942 -1.83304 0.81299
C -0.16971 -2.41676 1.93773
C -1.15991 -1.68872 2.59687
F -1.50980 -0.49930 2.03271
C -1.77803 -2.11820 3.74760
F -2.71543 -1.33807 4.30189
C -1.44423 -3.33496 4.31642
C -0.47266 -4.07466 3.67724
F -0.09818 -5.26043 4.17988
C 0.15684 -3.64391 2.51760
F 1.10261 -4.44094 1.98642
H 2.83864 -0.23811 4.09280
H 1.80306 0.13821 2.71184
H 3.49674 0.63227 2.71082
H 2.40876 -2.22433 2.61474
H 4.10968 -1.86259 2.73738
H 5.25664 -1.84261 0.57831
H 4.89921 -0.22491 1.14829
H 4.43741 -1.21831 -1.71439
H 5.58082 -0.01002 -1.14818
H 3.84384 0.31224 -1.08891
H 2.97640 -3.48135 0.87864
H 3.28633 -2.74843 -0.68329
H 0.87714 -3.63204 -0.17445
H 1.13541 -2.19235 -1.10726
H -1.91973 -3.68841 5.21715
C 1.76631 1.95867 -3.19655
S 1.06563 0.44464 -2.68924
O 1.83290 -0.62720 -3.24567
O -0.36719 0.45663 -2.91407
O 1.21185 0.48198 -1.14662
H 1.91546 1.89255 -4.27071
H 2.71871 2.08644 -2.69043
H 1.08628 2.76617 -2.93801


Which of them is most stable, and which least? Most stable: run a; least stable: run b.


Run a
# C9H9NO

An isolated molecule of C9H9NO (ωB97M-V/def2-TZVPD, the OMol25 dataset).

Values from the calculation:
Kohn-Sham gap	0.3639	hartree
E_HOMO	-9.150	eV
E_LUMO	0.75	eV
SMILES	O=C1Cc2ccccc2CN1

Geometry (Å):
O 3.54420 -0.77876 -0.47308
C 2.44810 -0.38906 -0.12831
C 1.32591 -1.32622 0.34190
C -0.01943 -0.75645 -0.00913
C -1.16050 -1.52366 -0.10367
C -2.45409 -1.02868 -0.20363
C -2.65908 0.35872 -0.25663
C -1.51505 1.12459 -0.11685
C -0.22896 0.62568 0.00651
C 0.91419 1.55471 0.17038
N 2.18180 0.94990 -0.15345
H 1.36506 -1.36938 1.47957
H 1.42229 -2.30638 -0.03771
H -1.07204 -2.59966 -0.12869
H -3.28925 -1.71584 -0.14366
H -3.62079 0.90471 -0.33578
H -1.75753 2.20316 -0.18760
H 0.94697 2.00370 1.22787
H 0.69711 2.44504 -0.47378
H 2.93110 1.62387 -0.47427


Run b
# C9H9NO

An isolated molecule of C9H9NO (ωB97M-V/def2-TZVPD, the OMol25 dataset).

Values from the calculation:
Kohn-Sham gap	0.3469	hartree
E_HOMO	-8.728	eV
E_LUMO	0.71	eV
SMILES	C#C[C@@]1(C(N)=O)C=CC=CC1

Geometry (Å):
C -1.71085 1.28233 -1.95608
C -0.93862 0.51297 -1.39178
C -0.19426 -0.36617 -0.47754
C -0.91264 -1.62887 -0.29386
N -2.23014 -1.59811 0.00164
O -0.32905 -2.70928 -0.29829
C 1.19541 -0.57416 -0.91104
C 2.28175 -0.10993 -0.33909
C 2.32255 0.49264 1.00145
C 1.19195 0.81295 1.65259
C -0.17499 0.60587 1.08776
H -2.29556 1.96804 -2.51307
H -2.68629 -0.77329 0.48559
H -2.68728 -2.49116 0.34352
H 1.26021 -1.03019 -1.93920
H 3.25895 -0.12198 -0.76658
H 3.35444 0.32835 1.36367
H 1.40936 1.36996 2.53427
H -0.90477 -0.00832 1.68291
H -0.61816 1.53678 0.86972


Which of them is most stable, and which least? Most stable: run a; least stable: run b.


Run a
# C11H14N2O

A 2-piece molecular cluster, C11H14N2O overall (ωB97M-V/def2-TZVPD, the OMol25 dataset).

Values from the calculation:
Kohn-Sham gap	0.3268	hartree
E_HOMO	-8.215	eV
E_LUMO	0.68	eV
SMILES	Cc1ccc(O)cc1.Cc1c[nH]cn1

Geometry (Å):
C 2.06473 1.39083 -1.28253
C 1.45525 1.35983 0.09371
C 1.30253 0.01020 0.48797
C 0.79232 -0.28466 1.78240
C 0.66048 0.86494 2.55383
O -0.11770 0.71187 3.64528
C 1.01336 2.19972 2.25358
C 1.51779 2.39065 1.00967
H 2.74610 2.28577 -1.48959
H 1.31905 1.48023 -1.96318
H 2.54068 0.44264 -1.73455
H 1.37508 -0.79034 -0.32542
H 0.47414 -1.18133 2.23848
H -0.00737 1.53730 4.15948
H 0.86070 2.90289 3.03132
H 1.88843 3.34106 0.58694
C -1.37518 -1.75003 -3.15069
C -1.68788 -1.58062 -1.68906
C -1.90626 -0.47358 -0.82590
N -1.90744 -1.05764 0.45850
C -1.69688 -2.42930 0.32445
N -1.47488 -2.75042 -1.00377
H -1.21228 -0.87244 -3.83937
H -2.20731 -2.23726 -3.62040
H -0.30646 -2.37892 -3.18368
H -2.44976 0.41847 -0.94440
H -1.80925 -0.47504 1.24760
H -1.85197 -3.07484 1.17935


Run b
# C11H14N2O

A 2-piece molecular cluster, C11H14N2O overall (ωB97M-V/def2-TZVPD, the OMol25 dataset).

Values from the calculation:
Kohn-Sham gap	0.3344	hartree
E_HOMO	-8.373	eV
E_LUMO	0.73	eV
SMILES	Cc1ccc(O)cc1.Cc1c[nH]cn1

Geometry (Å):
C 2.07894 3.31837 -0.61516
C 1.24324 2.40646 0.25359
C -0.12585 2.67758 0.38371
C -0.83074 1.72152 1.13268
C -0.20102 0.64873 1.75896
O -1.00241 -0.04901 2.62413
C 1.15858 0.42309 1.63707
C 1.89536 1.39078 0.95819
H 3.15330 3.26333 -0.46028
H 1.77869 4.36019 -0.49178
H 1.88268 3.13275 -1.67849
H -0.60349 3.60724 0.12436
H -1.91191 1.67442 1.20227
H -0.90592 -0.99328 2.58644
H 1.63969 -0.38217 2.17744
H 2.92986 1.20020 0.70076
C -1.48061 -4.10669 -1.34340
C -0.96829 -2.71252 -1.21649
C 0.32903 -2.31297 -1.37579
N 0.34722 -0.94752 -1.46734
C -0.97413 -0.52882 -1.25648
N -1.73103 -1.57136 -1.24459
H -0.63543 -4.78592 -1.48428
H -2.14096 -4.24766 -2.19791
H -1.98553 -4.48512 -0.45456
H 1.26317 -2.81502 -1.57133
H 1.18629 -0.39357 -1.56018
H -1.36431 0.46307 -1.16249


Run c
# C11H14N2O

An isolated molecule of C11H14N2O (ωB97M-V/def2-TZVPD, the OMol25 dataset).

Values from the calculation:
Kohn-Sham gap	0.3342	hartree
E_HOMO	-8.270	eV
E_LUMO	0.82	eV
SMILES	CCC(O)(c1ccc[nH]1)c1ccc[nH]1

Geometry (Å):
C 0.32866 2.37823 1.35066
C 0.04330 0.82054 1.56560
C -0.50973 0.09697 0.35112
O -2.00390 0.81955 0.13381
C 0.22127 0.33041 -1.00595
C 0.07222 1.40697 -1.82365
C 0.86117 1.19809 -2.95460
C 1.51502 0.00695 -2.79568
N 1.10392 -0.56469 -1.54813
C -0.74011 -1.39063 0.57079
C -0.04752 -2.25857 1.33985
C -0.52914 -3.52137 1.07933
C -1.56906 -3.41847 0.20296
N -1.61316 -2.12099 -0.19906
H 0.85265 2.52987 0.39910
H -0.52955 2.99112 1.17579
H 0.89722 2.74115 2.28633
H -0.62588 0.92193 2.34500
H 0.97603 0.34843 1.96650
H -1.82569 1.74965 -0.13687
H -0.45490 2.35208 -1.62505
H 1.02397 2.14086 -3.39988
H 2.02306 -0.64822 -3.43327
H 1.43555 -1.33241 -0.97900
H 0.55974 -2.06728 2.12444
H -0.13686 -4.44348 1.44683
H -1.94834 -4.27623 -0.29113
H -2.19979 -1.71776 -0.99782


Which of them is most stable, and which least? Most stable: run b; least stable: run c.


Run a
# C4H13N2O2

A 2-piece molecular cluster, C4H13N2O2 overall (ωB97M-V/def2-TZVPD, the OMol25 dataset).

Values from the calculation:
Kohn-Sham gap (spin up / spin down)	0.3634 / 0.2445	hartree
E_HOMO (spin up / spin down)	-9.038 / -9.016	eV
E_LUMO (spin up / spin down)	0.85 / -2.36	eV
<S²>	0.76
spin multiplicity	2

Geometry (Å):
C 0.08383 0.74526 1.04752
C -1.03394 1.82646 1.17559
C -2.23299 1.03706 1.70331
N -2.85970 0.13169 0.72930
N -0.03639 0.44434 -0.41506
C 0.25933 -1.06108 -0.76695
O 1.54284 -1.15603 -0.90968
H 1.07912 1.17577 1.27992
H -0.16022 -0.24138 1.52974
H -1.28215 2.32914 0.12091
H -0.72175 2.58538 1.82181
H -1.86470 0.33576 2.42727
H -3.09289 1.47326 2.21662
H -3.76527 0.31828 0.33333
H -2.16784 -0.31405 0.04668
H 0.73983 0.88364 -0.89209
H -0.12649 -1.65730 0.08391
H -0.34610 -1.13816 -1.66452
H 3.57992 -2.14715 -1.47065
H 3.02992 -0.94464 -2.14275
O 3.82139 -1.59109 -2.19615


Run b
# C4H13N2O2

A 2-piece molecular cluster, C4H13N2O2 overall (ωB97M-V/def2-TZVPD, the OMol25 dataset).

Values from the calculation:
Kohn-Sham gap (spin up / spin down)	0.3466 / 0.2068	hartree
E_HOMO (spin up / spin down)	-8.612 / -8.524	eV
E_LUMO (spin up / spin down)	0.82 / -2.90	eV
<S²>	0.76
spin multiplicity	2

Geometry (Å):
C 0.13805 -0.38661 -0.77232
N -1.31662 0.01978 -1.08452
C -2.30609 -0.48603 0.00829
O -1.98475 -1.67880 0.32124
C 0.77852 0.88539 -0.23105
C 1.92114 1.49790 -1.07258
N 1.22070 0.58333 1.14729
H 0.62083 -0.89290 -1.59025
H 0.11117 -1.16674 0.17559
H -1.44572 -0.50120 -2.01330
H -3.35846 -0.22029 -0.45208
H -2.16006 0.28886 0.80153
H -0.02675 1.67721 -0.14645
H 2.55845 0.69187 -1.27845
H 1.60943 1.73367 -2.00555
H 2.56881 2.21023 -0.68705
H 1.42652 1.46876 1.65084
H 0.60043 -0.06566 1.68245
H 0.20388 -2.50428 2.01333
H -0.95472 -1.58767 1.37766
O -0.20476 -1.56685 2.15540


Which of them is most stable, and which least? Most stable: run a; least stable: run b.